No. 1
85
Properties=species:S:1:pos:R:3 method="wB97M-V/def2-TZVPD" total_energy_ha=-2797.04919 charge=-1 orbital_gap_ha=0.1889 multiplicity=1 homo_energy_ev=-2.905
K -0.0582 1.4144 1.1879
C -1.5614 1.7968 -3.7617
C -1.2513 1.5629 -2.3046
N -0.3237 2.0989 -1.6267
C 0.6461 3.0370 -2.1636
C 2.0411 2.4141 -2.1158
N 2.3714 1.9915 -0.7617
C 3.4974 1.0554 -0.7150
C 3.4591 0.2123 0.5545
N 2.1191 -0.3329 0.7620
C 2.0790 -1.3322 1.8325
C 0.6449 -1.5613 2.3589
N -0.3038 -1.2713 1.3095
C -1.5521 -1.4424 1.3788
C -2.3314 -2.0894 2.4840
C -2.2900 -0.8927 0.1839
C -3.5353 -1.3446 -0.2328
C -4.0648 -0.8200 -1.4005
C -3.3493 0.1253 -2.1165
C -2.1249 0.5492 -1.6047
N -1.6369 0.0531 -0.4825
H -0.8020 2.3892 -4.2609
H -2.5204 2.3088 -3.8673
H -1.6403 0.8375 -4.2755
H 0.6266 3.9172 -1.5154
H 0.4413 3.3718 -3.1846
H 2.7710 3.1518 -2.4645
H 2.0678 1.5681 -2.8171
H 1.5735 1.4607 -0.4467
H 4.4405 1.6086 -0.7610
H 3.4657 0.3619 -1.5653
H 3.7179 0.8201 1.4298
H 4.2184 -0.5768 0.4549
H 1.8324 -0.8229 -0.0939
H 2.7013 -0.9750 2.6595
H 2.5094 -2.2768 1.4868
H 0.4447 -0.8761 3.1931
H 0.5425 -2.5824 2.7418
H -1.7030 -2.2435 3.3590
H -2.7094 -3.0638 2.1611
H -3.1817 -1.4665 2.7653
H -4.0726 -2.0884 0.3397
H -5.0314 -1.1536 -1.7560
H -3.7435 0.5274 -3.0388
C 3.5589 -2.1840 -2.1335
C 2.4336 -1.6742 -2.8147
C 1.2790 -2.2415 -2.2331
C 1.6910 -3.0964 -1.1859
C 3.1008 -3.0558 -1.1250
C 3.9859 -3.8296 -0.1926
C 0.7950 -3.9847 -0.3717
C -0.1241 -2.0688 -2.7344
C 2.4572 -0.7924 -4.0281
C 4.9981 -1.8711 -2.4145
H 4.5723 -4.6029 -0.7059
H 3.4076 -4.3423 0.5815
H 4.7131 -3.1899 0.3265
H 0.7171 -5.0013 -0.7805
H -0.2219 -3.5869 -0.3176
H 1.1422 -4.0973 0.6623
H -0.3738 -2.7489 -3.5616
H -0.3018 -1.0530 -3.1068
H -0.8620 -2.2450 -1.9466
H 2.5678 -1.3544 -4.9657
H 3.2838 -0.0721 -4.0042
H 1.5328 -0.2119 -4.1266
H 5.5142 -2.6608 -2.9772
H 5.5737 -1.7287 -1.4909
H 5.1082 -0.9522 -2.9993
O -4.3464 2.0091 1.2664
S -3.9344 1.5886 2.5835
O -4.5922 0.4151 3.1112
N -2.3362 1.4765 2.7008
C -1.8056 2.4093 3.5211
O -0.6045 2.5738 3.7360
C -2.8605 3.2854 4.1552
C -2.6791 4.3259 5.0481
C -3.8042 5.0067 5.4954
C -5.0777 4.6506 5.0532
C -5.2547 3.6061 4.1542
C -4.1233 2.9415 3.7246
H -1.6804 4.5858 5.3738
H -3.6972 5.8263 6.1950
H -5.9375 5.1997 5.4163
H -6.2380 3.3241 3.8013


No. 2
88
Properties=species:S:1:pos:R:3 method="wB97M-V/def2-TZVPD" total_energy_ha=-5251.92800 charge=+1 orbital_gap_ha="0.2498 / 0.2316" multiplicity=4 homo_energy_ev="-9.566 / -9.568" relative_energy_kcal_mol=20.5
V -0.9969 1.0025 1.3403
C -2.7714 3.5173 0.3125
C -2.6243 3.7387 1.7915
S -2.3410 2.2122 2.7729
C -1.2345 2.8433 4.0665
C -0.0184 1.9840 4.4020
S 0.3875 0.5431 3.2535
C 2.1372 0.7067 2.8056
C 2.4504 1.8054 1.7877
S 1.3996 1.7015 0.3233
C 1.3279 3.4892 -0.2484
C -0.0410 4.0709 -0.2766
S -1.3424 2.7262 -0.4548
H -3.0598 4.4025 -0.2727
H -3.5931 2.8299 0.0938
H -3.5126 4.1580 2.2546
H -1.7541 4.4085 2.0633
H -1.8386 2.9733 4.9532
H -0.7654 3.7973 3.8032
H -0.2510 1.4430 5.3397
H 0.8308 2.6551 4.3921
H 2.3898 -0.2468 2.3471
H 2.7072 0.7940 3.7766
H 3.4284 1.7679 1.3201
H 2.3540 2.7955 2.2389
H 1.7366 3.4999 -1.2992
H 1.9224 4.0973 0.4589
H -0.1436 4.7003 -1.1794
H -0.3090 4.7534 0.5119
O -1.5113 -0.6233 -3.3939
S -1.8778 -0.5260 -2.0034
O -0.6424 -0.3653 -1.1423
O -2.9015 0.4620 -1.6753
C -2.6415 -2.0556 -1.4979
C -2.9072 -3.0084 -2.5023
C -3.5647 -4.1876 -2.0618
C -3.9243 -4.3664 -0.7176
C -3.8179 -3.3052 0.2049
C -2.9942 -2.2057 -0.1095
P -2.1350 -1.2935 1.2601
C -0.7968 -2.5219 1.4400
C -0.8351 -3.4499 2.4729
C 0.2997 -4.2504 2.7390
C 1.4441 -4.1006 2.0054
C 1.4292 -3.3430 0.8571
C 0.2987 -2.5451 0.5477
C -3.3373 -1.3441 2.6243
C -4.6933 -0.9931 2.3783
C -5.5575 -0.8177 3.4549
C -5.1098 -1.0234 4.7345
C -3.7977 -1.3391 4.9439
C -2.8734 -1.5160 3.9109
H -2.5888 -2.8168 -3.5324
H -3.8686 -4.9845 -2.7405
H -4.2932 -5.3185 -0.4388
H -4.2982 -3.3792 1.2103
H -1.7451 -3.6034 3.0587
H 0.2181 -4.8285 3.6429
H 2.2893 -4.7569 2.1411
H 2.3075 -3.4068 0.2061
H 0.3662 -1.8472 -0.3251
H -5.0386 -0.9354 1.3443
H -6.5739 -0.5834 3.2158
H -5.7634 -0.8997 5.5953
H -3.4568 -1.4404 6.0123
H -1.8506 -1.7926 4.0612
C 2.9792 -0.5208 -5.0945
N 4.2889 -0.9566 -4.5947
C 5.3370 -0.1672 -5.1658
N 5.2043 1.2447 -4.9053
C 3.9265 1.6723 -5.4500
N 2.7498 0.9325 -4.9189
C 2.5892 1.2144 -3.4614
P 4.0942 0.7483 -2.4945
C 4.4116 -0.9854 -3.1646
C 5.4201 1.5841 -3.5031
H 2.1739 -1.0018 -4.5509
H 2.8677 -0.7172 -6.1735
H 5.2868 -0.2720 -6.2484
H 6.2560 -0.5561 -4.7856
H 3.8856 1.4925 -6.5274
H 3.7465 2.7389 -5.3572
H 1.7522 0.6928 -2.9653
H 2.3643 2.2598 -3.2602
H 3.7622 -1.7010 -2.6491
H 5.4152 -1.3765 -2.8682
H 6.3450 1.1388 -3.1211
H 5.4125 2.6786 -3.3397


No. 3
84
Properties=species:S:1:pos:R:3 method="wB97M-V/def2-TZVPD" total_energy_ha=-5355.08683 charge=+2 orbital_gap_ha="0.2127 / 0.2026" multiplicity=4 homo_energy_ev="-12.349 / -12.350" relative_energy_kcal_mol=83.6
V 10.2617 11.4363 8.5401
C 7.2176 6.0226 12.2085
C 8.5637 6.5445 11.7711
C 9.4939 5.6591 11.1781
C 10.6634 6.1128 10.5897
C 11.5584 5.3008 9.6915
C 10.9864 7.4702 10.7265
C 10.1331 8.4028 11.3373
C 10.4794 9.8428 11.3861
C 8.9078 7.9412 11.8336
H 7.3295 5.4431 13.1078
H 6.8633 5.3435 11.4407
H 6.5126 6.8237 12.4233
H 9.2892 4.5925 11.1779
H 11.2572 5.3671 8.6209
H 11.5230 4.2243 9.9463
H 12.5908 5.6819 9.7314
H 11.9706 7.8493 10.5230
H 11.5518 10.0509 11.1214
H 10.3380 10.3203 12.4031
H 9.8456 10.4850 10.7790
H 8.1943 8.6696 12.2305
Se 8.0720 17.9200 11.5919
N 9.6909 17.1277 11.3466
C 9.4434 15.9325 10.8585
C 10.5042 15.1233 10.3269
C 11.8465 15.4171 10.4859
C 12.7734 14.3876 10.1622
C 12.3722 13.1536 9.7509
N 11.0522 12.9039 9.4874
C 10.1392 13.8398 9.8681
C 8.7823 13.4365 9.7495
N 8.5987 12.1414 9.2618
C 7.3202 11.6874 9.2218
C 6.2845 12.4121 9.7761
C 6.4415 13.6833 10.3385
C 7.7154 14.2066 10.3352
C 8.0408 15.5259 10.7674
N 7.1682 16.4400 11.0642
H 12.1171 16.3719 10.9359
H 13.8059 14.5914 10.3586
H 13.0911 12.3672 9.5885
H 7.1950 10.7005 8.7056
H 5.2979 11.9748 9.7843
H 5.6587 14.1833 10.8586
C 11.1257 11.9521 4.8018
C 11.8734 10.6892 5.4548
P 11.0630 9.9559 6.8370
C 9.7487 8.9048 6.1405
C 10.0833 8.2552 4.7736
C 12.3874 8.8750 7.5511
C 13.3263 8.1510 6.5335
H 11.8007 12.3022 4.0013
H 11.0099 12.7181 5.5216
H 10.1894 11.5920 4.3592
H 12.8860 10.9816 5.7391
H 12.0313 9.8585 4.7356
H 8.8727 9.5534 6.1154
H 9.5516 8.1713 6.8936
H 9.7875 8.9296 4.0263
H 9.5990 7.3120 4.6617
H 11.1424 8.0667 4.6330
H 11.8340 8.1424 8.1367
H 12.9824 9.4965 8.2342
H 12.7629 7.5218 5.8340
H 14.0355 7.5837 7.1149
H 13.8671 8.8216 5.9077
O 14.4519 10.9442 12.1483
C 14.6692 9.9829 11.2780
O 13.8495 9.3240 10.5587
C 16.1694 9.6772 11.0567
N 17.0114 9.9329 12.3262
C 18.2008 10.7150 11.9408
C 17.8728 11.4256 10.6259
C 16.7566 10.5577 9.9836
H 16.2349 8.6105 10.7585
H 17.1317 9.1175 12.9494
H 16.3851 10.5704 12.8848
H 19.0299 9.9914 11.8345
H 18.4139 11.3943 12.7633
H 18.7612 11.5178 10.0129
H 17.4576 12.4209 10.7787
H 17.1214 9.9343 9.1260
H 15.9004 11.1117 9.5279